No. 1
The following is a quantum chemistry calculation of a molecular structure, C20H52IrNO2P2Si4, from the Open Molecules 2025 dataset.

Each line ends with the Mulliken charge.
Geometry (Å):
1 C -0.78195 1.42628 -5.35885  -0.874
2 C -0.84373 0.91952 -4.04019  0.838
3 N 0.04153 1.38731 -3.09226  -0.049
4 C 0.76932 2.48148 -3.35955  0.600
5 C 0.74382 3.09721 -4.61518  -0.482
6 C -0.01940 2.54300 -5.63730  -0.961
7 C -1.74581 -0.11577 -3.64919  -1.594
8 P -2.02780 -0.24518 -1.85748  0.943
9 Ir 0.00156 0.48228 -1.09694  1.434
10 P 1.89041 1.82138 -0.92650  1.225
11 C 1.61391 3.07409 -2.26212  -1.480
12 O -0.66628 -2.52803 -4.35316  -0.793
13 O 0.52731 -2.67855 -2.18639  -0.405
14 H -1.42383 0.96674 -6.10764  0.447
15 H 1.34838 3.98705 -4.75634  0.461
16 H -0.02227 2.99687 -6.62533  0.373
17 C -3.38881 0.92224 -1.61349  -1.366
18 C -2.68619 -1.92448 -1.67898  -0.875
19 H 2.58646 3.40142 -2.65865  0.542
20 H 1.11814 3.95351 -1.81304  0.394
21 H -1.06640 -1.61779 -4.17592  0.301
22 H -2.58798 -0.30934 -4.33143  0.523
23 C 2.40788 2.90367 0.41557  -1.043
24 C 3.39193 0.97772 -1.52248  -1.527
25 H 0.47051 -1.62908 -1.70504  -0.969
26 H 0.24405 -3.35688 -1.55913  0.392
27 H 0.00639 -2.74531 -3.07597  0.543
28 H 0.00752 -2.39629 -5.03793  0.346
29 H -0.83085 1.46312 -0.01972  -0.357
30 H 0.98344 -0.81499 -0.96763  -0.183
31 H -4.25631 0.58599 -2.20208  0.410
32 H -3.63009 0.97271 -0.54579  0.303
33 H -3.06527 1.90852 -1.97744  0.361
34 H -3.52671 -2.05029 -2.37402  0.534
35 H -1.94950 -2.70890 -1.90535  0.168
36 H -3.05306 -2.05941 -0.65765  0.035
37 H 4.20169 1.71616 -1.60026  0.456
38 H 3.68251 0.17872 -0.83127  0.215
39 H 3.20185 0.54700 -2.51411  0.363
40 H 3.36000 3.38114 0.14668  0.549
41 H 1.65686 3.68522 0.57385  0.348
42 H 2.54661 2.33783 1.33886  -0.102
43 C -3.34425 -1.33997 1.65618  -1.257
44 Si -1.54091 -1.83728 1.96601  0.676
45 C -1.52305 -2.25359 3.82043  -1.375
46 C -1.15507 -3.49255 1.13246  -1.123
47 Si -0.02900 -0.10974 1.10816  -0.115
48 Si -0.44957 1.39875 2.96560  0.494
49 C 0.17435 0.69940 4.60960  -1.036
50 C 0.27761 3.14042 2.90912  -1.256
51 C -2.31706 1.68875 3.01113  -0.995
52 Si 2.06838 -1.17934 1.76925  0.432
53 C 1.92580 -2.31328 3.28194  -1.185
54 C 2.73913 -2.28167 0.38084  -1.207
55 C 3.40965 0.06591 2.24977  -1.168
56 H -3.92591 -2.23603 1.39212  0.524
57 H -3.47643 -0.59403 0.86387  0.061
58 H -3.78422 -0.93169 2.57644  0.496
59 H -2.16044 -3.14326 3.95173  0.468
60 H -0.53296 -2.50165 4.21755  0.326
61 H -1.95691 -1.45145 4.43031  0.329
62 H -1.47513 -3.53414 0.08413  0.262
63 H -0.09396 -3.76915 1.20041  0.220
64 H -1.72725 -4.26269 1.67387  0.482
65 H 1.26360 0.55764 4.61529  0.198
66 H -0.06493 1.44860 5.37990  0.423
67 H -0.29525 -0.24456 4.90423  0.290
68 H -0.02809 3.68389 2.00632  0.224
69 H -0.11121 3.69222 3.78004  0.463
70 H 1.37228 3.15233 2.97369  0.340
71 H -2.71743 1.90829 2.01124  0.181
72 H -2.88111 0.84843 3.43190  0.251
73 H -2.49587 2.57254 3.64258  0.434
74 H 1.28539 -3.18602 3.10405  0.276
75 H 2.93797 -2.68673 3.50557  0.447
76 H 1.56443 -1.79096 4.17571  0.315
77 H 2.78639 -1.79014 -0.59749  0.326
78 H 3.77022 -2.56093 0.65237  0.433
79 H 2.16080 -3.21114 0.28186  0.266
80 H 3.84405 0.58997 1.38971  0.339
81 H 3.05144 0.81122 2.97311  0.243
82 H 4.22468 -0.49420 2.73590  0.456

Atomic forces in eV per Å
-1.98 -2.53 1.28
0.24 -0.33 -1.28
-1.41 -1.19 0.28
1.36 1.81 -0.57
-0.34 -0.72 -0.15
1.83 2.70 -0.99
-0.73 1.25 0.05
0.16 -0.45 -1.32
-0.03 0.68 -0.08
0.42 0.83 -0.90
0.11 -0.18 0.13
0.12 -0.02 -0.20
0.20 -0.02 0.15
0.04 0.13 0.13
-0.09 -0.04 -0.11
-0.02 -0.11 0.21
-0.63 -0.29 -0.24
-0.83 -0.18 -0.17
-0.20 0.11 0.06
0.16 -0.26 0.03
0.25 -0.36 -0.23
0.34 -0.06 0.00
0.58 0.21 0.26
0.41 0.34 0.13
0.14 -0.22 0.25
0.01 0.06 0.19
-0.01 0.17 -0.16
-0.24 0.04 0.08
0.05 -0.27 0.16
0.15 -0.44 0.22
0.00 0.26 0.30
-0.06 0.14 -0.23
-0.02 -0.35 0.20
0.01 -0.14 0.14
-0.22 0.49 0.10
0.07 -0.09 -0.28
0.04 -0.27 -0.03
-0.03 0.17 -0.20
-0.06 0.10 0.26
-0.11 0.01 0.12
0.13 -0.28 -0.05
-0.07 0.18 -0.15
-0.32 -0.27 -0.01
0.68 0.86 -0.12
-0.06 -0.13 0.02
-0.26 -0.40 0.01
0.30 -1.07 3.31
0.27 -0.60 -0.78
-0.16 0.16 0.25
0.03 0.19 0.08
-0.10 0.20 0.31
-1.04 0.34 -0.02
0.28 -0.12 0.02
0.48 -0.06 0.11
0.39 -0.15 0.04
-0.05 0.20 0.03
0.03 -0.17 0.23
0.13 -0.10 -0.24
0.09 0.18 -0.01
-0.25 0.09 -0.09
0.09 -0.15 -0.16
0.12 0.00 0.18
-0.19 0.15 0.00
0.15 0.02 -0.21
-0.22 0.06 -0.07
0.09 -0.19 -0.02
0.14 0.22 -0.09
0.05 -0.08 0.17
0.08 -0.10 -0.20
-0.24 0.02 0.01
0.13 -0.07 0.18
0.12 0.17 -0.07
-0.13 -0.19 -0.10
0.10 0.18 0.03
-0.21 0.02 0.00
0.06 -0.07 -0.21
-0.06 -0.15 0.20
-0.19 -0.08 -0.11
0.08 0.20 0.02
-0.07 -0.07 0.20
0.02 -0.15 -0.18
-0.10 0.18 -0.10

Calculated values
* HOMO level (alpha / beta): -3.58 / -7.27 eV
* multiplicity: 5
* M: 705.2 Da
* orbital gap (alpha / beta): 3.7 / 5.6 eV
* E_LUMO (alpha / beta): 0.00607 / -0.06157 Ha

No. 2
The following is a quantum chemistry calculation of 4 unconnected molecules or ions with the total composition C20H53BN4O15P3, from the Open Molecules 2025 dataset.

Each line ends with the Mulliken charge.
Geometry (Å):
1 C -4.41029 -2.22044 -1.97371  -1.326
2 C -3.37891 -1.56145 -1.44411  -0.140
3 N -3.17555 -1.37280 -0.00365  1.714
4 C -2.28070 -2.52067 0.56027  -0.865
5 C -1.30328 -3.13435 -0.41822  -0.817
6 C -0.08688 -2.28568 -0.74814  -0.622
7 O -0.33637 -1.31890 -1.75848  -0.433
8 C -4.44232 -1.51001 0.83353  -1.150
9 C -5.37366 -0.30789 0.88986  -1.088
10 C -6.12568 0.12882 -0.37756  -0.261
11 C -7.49086 -0.55788 -0.59788  -1.080
12 N -7.52310 -1.54364 -1.70685  -0.166
13 C -8.02716 -2.81484 -1.30618  0.428
14 N -9.01877 -3.37305 -1.84070  -0.699
15 N -7.36635 -3.51908 -0.26864  -0.515
16 C -2.47567 -0.08295 0.33474  -1.115
17 B -2.66585 1.15368 -0.68876  0.762
18 O -1.97710 1.26338 -1.87152  -0.441
19 O -3.58494 2.11390 -0.34149  -0.599
20 H -4.91181 -1.82013 -2.84528  0.214
21 H -4.75563 -3.17499 -1.59752  0.337
22 H -2.58309 -1.26080 -2.11459  0.498
23 H -1.74628 -2.17799 1.44465  0.553
24 H -2.94245 -3.30620 0.92070  0.494
25 H -1.75338 -3.57457 -1.30695  0.217
26 H -0.88341 -4.00062 0.10303  0.516
27 H 0.34585 -1.86329 0.16288  0.218
28 H 0.66483 -2.97812 -1.13221  0.559
29 H 0.22904 -1.51033 -2.51226  0.261
30 H -4.93499 -2.45103 0.61494  0.514
31 H -4.05210 -1.63842 1.84443  0.590
32 H -4.86348 0.56673 1.28817  0.323
33 H -6.13351 -0.54627 1.63762  0.651
34 H -5.52676 0.11200 -1.28129  0.192
35 H -6.38110 1.17675 -0.21321  0.505
36 H -8.19436 0.23220 -0.86011  0.378
37 H -7.87756 -0.97361 0.33220  0.341
38 H -8.13491 -1.19395 -2.43060  0.269
39 H -9.40980 -2.79222 -2.58128  0.215
40 H -7.38022 -3.04436 0.62119  0.312
41 H -6.44152 -3.82213 -0.52568  0.270
42 H -1.40175 -0.23036 0.43961  0.095
43 H -2.80475 0.26793 1.30911  0.252
44 H -2.58673 1.14282 -2.60904  0.323
45 H -3.19039 2.99398 -0.40522  0.298
46 C 1.63716 0.49335 -5.01791  -0.747
47 O 2.49239 -0.62866 -4.72411  -0.052
48 P 3.41186 -1.27650 -5.90466  0.855
49 O 3.68123 -2.64733 -5.45163  -0.674
50 O 4.65664 -0.27007 -5.72577  -0.349
51 C 5.31654 -0.20286 -4.46270  -0.615
52 O 3.44444 -1.17691 -7.48288  -0.344
53 C 3.95488 -2.30765 -8.21074  -0.596
54 H 1.18424 0.80897 -4.08079  0.210
55 H 2.19985 1.32998 -5.43687  0.384
56 H 0.85037 0.19924 -5.71321  0.321
57 H 5.25681 -1.15275 -3.93146  0.320
58 H 4.88772 0.59249 -3.85133  0.219
59 H 6.35978 0.03290 -4.65832  0.252
60 H 3.28266 -3.15796 -8.13738  0.292
61 H 4.94527 -2.57258 -7.85025  0.302
62 H 4.01434 -1.98949 -9.24833  0.227
63 C -0.42030 1.34039 3.72466  -0.721
64 O 0.21686 0.07091 3.96768  -0.298
65 P 1.82506 -0.16588 3.59855  0.947
66 O 1.74192 -1.64319 3.45656  -0.725
67 O 2.35237 0.35224 5.02634  -0.146
68 C 1.75417 -0.15242 6.22490  -0.756
69 O 3.24594 0.17386 2.89628  -0.360
70 C 4.12063 -0.91759 2.58367  -0.669
71 H -1.43077 1.28788 4.12309  0.267
72 H 0.11495 2.15623 4.21506  0.371
73 H -0.46392 1.52722 2.64973  0.253
74 H 1.37927 -1.16510 6.08461  0.322
75 H 0.94737 0.50211 6.55339  0.275
76 H 2.53093 -0.15686 6.98561  0.268
77 H 3.71178 -1.54027 1.79338  0.267
78 H 4.31910 -1.51101 3.47237  0.306
79 H 5.04254 -0.45742 2.23187  0.277
80 C 7.34440 4.34580 1.35015  -0.683
81 O 5.97013 4.66250 1.65978  -0.280
82 P 5.30455 4.03663 2.99917  1.009
83 O 3.85274 4.06293 2.75574  -0.703
84 O 5.81167 5.18974 4.00622  -0.316
85 C 5.42043 6.53971 3.76190  -0.653
86 O 5.69538 2.86983 3.99476  -0.344
87 C 4.60891 2.21576 4.67764  -0.359
88 H 7.62338 4.92141 0.47256  0.234
89 H 8.00158 4.61873 2.17863  0.321
90 H 7.45477 3.28477 1.12778  0.292
91 H 4.45539 6.58971 3.25775  0.319
92 H 6.17619 7.05276 3.16606  0.231
93 H 5.34606 7.03278 4.72844  0.244
94 H 4.00374 1.63750 3.98480  0.175
95 H 3.99863 2.95087 5.19893  0.331
96 H 5.06163 1.54419 5.40451  0.318

Atomic forces in eV per Å
0.14 -0.39 0.32
-0.69 0.33 -0.77
1.40 -2.12 1.39
-0.04 -0.74 -0.23
0.58 -0.02 0.44
0.51 -0.91 -0.76
-0.24 0.28 0.25
-0.03 0.67 0.72
-0.23 0.02 -0.67
-0.72 0.27 0.58
0.44 0.42 -0.72
-0.05 -0.28 0.95
-0.20 0.02 -0.31
-0.20 -0.30 -0.44
-0.01 0.18 0.18
0.20 1.11 -0.48
-0.67 -0.07 -0.38
0.01 -0.54 0.25
0.64 -0.01 0.86
0.85 -0.78 -0.93
-1.05 0.63 0.80
-0.13 1.46 0.40
-0.08 0.43 -0.06
-0.27 0.07 -0.23
-0.19 0.30 -0.11
-0.16 0.01 0.23
-0.15 0.35 -0.03
0.12 0.00 0.13
0.06 0.09 0.03
-0.01 0.07 -0.55
0.08 0.03 0.02
0.24 -0.10 0.02
0.09 -0.14 0.12
0.02 -0.13 -0.06
0.23 0.10 0.00
-0.09 -0.03 -0.01
0.08 -0.16 0.03
0.11 0.04 -0.13
-0.15 -0.02 0.03
0.12 -0.03 0.05
0.08 0.03 0.06
0.02 -0.41 -0.32
-0.24 -0.39 0.11
0.21 0.49 -0.21
-0.47 0.15 -0.53
0.03 0.12 0.08
-1.50 0.16 -2.05
3.98 -0.87 2.10
-0.55 -0.15 -0.13
0.05 -0.01 -0.21
-0.02 0.15 0.12
-1.97 0.92 0.27
-0.08 -0.26 -0.38
0.04 -0.03 0.03
0.06 -0.06 0.01
-0.01 0.03 0.00
-0.04 -0.03 -0.03
-0.05 -0.03 0.02
0.00 -0.01 -0.04
0.04 -0.02 0.14
-0.04 0.00 0.11
-0.03 0.11 0.05
0.10 0.01 0.13
0.41 2.11 -2.39
1.32 -5.16 3.94
-0.31 0.21 -0.57
0.21 0.34 -0.19
-0.23 0.17 0.18
-1.81 2.05 -1.02
0.21 -0.21 -0.42
0.03 -0.09 0.05
-0.01 0.00 -0.02
-0.07 0.13 0.04
0.01 0.00 -0.09
-0.04 -0.03 -0.03
0.06 0.02 -0.06
-0.07 -0.08 0.10
-0.14 -0.02 0.01
-0.08 0.14 0.03
0.10 0.18 0.05
0.98 -2.42 0.16
-2.40 3.49 1.62
0.05 -0.47 -0.31
-0.04 -0.15 0.21
0.14 0.13 -0.07
1.41 -0.50 -1.56
-0.26 -0.35 0.09
-0.09 0.04 0.00
-0.04 0.00 0.00
0.00 0.01 -0.01
0.00 -0.05 -0.02
-0.02 -0.02 -0.06
0.00 -0.04 0.02
0.32 0.44 0.22
0.02 0.06 -0.07
0.15 0.06 -0.07

Calculated values
* total charge: +1
* HOMO level: -11.69 eV
* M: 693.4 Da
* orbital gap: 8.7 eV
* E_LUMO: -0.11123 Ha